[1]
{"formula": "C35H32CdN7O2P2", "method": "the ωB97M-V functional and the def2-TZVPD basis", "symbols": ["Cd", "N", "C", "C", "N", "C", "C", "N", "C", "C", "N", "H", "H", "H", "H", "H", "H", "N", "P", "C", "C", "C", "C", "C", "C", "C", "C", "C", "C", "C", "C", "P", "C", "C", "C", "C", "C", "C", "C", "C", "C", "C", "C", "C", "H", "H", "H", "H", "H", "H", "H", "H", "H", "H", "H", "H", "H", "H", "H", "H", "H", "H", "H", "H", "H", "C", "N", "C", "C", "C", "O", "N", "C", "O", "H", "H", "H", "H", "H"], "positions_angstrom": [[0.6528, 1.3717, -0.0047], [-4.1452, 2.4863, 0.3372], [-4.6810, 1.2350, 0.1570], [-3.6238, 0.4191, -0.1117], [-2.4571, 1.1355, -0.0898], [-2.8007, 2.3720, 0.1740], [-1.8391, 3.4545, 0.2609], [-0.5285, 3.2964, 0.1841], [0.0349, 4.5520, 0.2882], [-0.9541, 5.4707, 0.4273], [-2.1335, 4.7611, 0.4097], [-4.6716, 3.3113, 0.5658], [-5.7372, 1.0496, 0.2319], [-3.6330, -0.6367, -0.3202], [1.1062, 4.6734, 0.2510], [-0.9313, 6.5395, 0.5339], [-3.0517, 5.1660, 0.4678], [-0.2470, -1.5888, 0.0064], [-0.0671, -0.7227, 1.4505], [0.9134, -1.8042, 2.5326], [0.4882, -2.1045, 3.8271], [1.2671, -2.9061, 4.6490], [2.4706, -3.4160, 4.1873], [2.9026, -3.1121, 2.9038], [2.1374, -2.3025, 2.0799], [-1.6804, -0.7095, 2.2815], [-2.0564, 0.4314, 2.9815], [-3.2790, 0.4791, 3.6368], [-4.1328, -0.6140, 3.5880], [-3.7594, -1.7573, 2.8928], [-2.5347, -1.8070, 2.2458], [-0.0527, -0.7496, -1.4576], [1.0017, -1.8378, -2.4567], [1.8187, -2.8039, -1.8794], [2.6192, -3.6054, -2.6796], [2.6248, -3.4344, -4.0557], [1.8195, -2.4641, -4.6362], [1.0052, -1.6737, -3.8418], [-1.6223, -0.8802, -2.3649], [-2.3413, -2.0721, -2.4084], [-3.5296, -2.1426, -3.1175], [-3.9940, -1.0289, -3.8077], [-3.2693, 0.1532, -3.7877], [-2.0891, 0.2285, -3.0603], [-0.3817, -2.5923, 0.0146], [-0.4523, -1.7234, 4.2007], [0.9266, -3.1351, 5.6500], [3.0740, -4.0446, 4.8286], [3.8471, -3.4983, 2.5434], [2.4990, -2.0307, 1.0982], [-1.3924, 1.2897, 3.0086], [-3.5627, 1.3667, 4.1876], [-5.0863, -0.5793, 4.0983], [-4.4213, -2.6129, 2.8622], [-2.2483, -2.7068, 1.7133], [1.8425, -2.9226, -0.8059], [3.2444, -4.3618, -2.2234], [3.2535, -4.0580, -4.6773], [1.8186, -2.3287, -5.7095], [0.3626, -0.9345, -4.3054], [-1.9717, -2.9533, -1.8957], [-4.0881, -3.0690, -3.1448], [-4.9173, -1.0882, -4.3687], [-3.6246, 1.0184, -4.3319], [-1.5351, 1.1600, -3.0192], [5.6355, 4.1812, -0.1667], [4.9005, 2.9235, -0.2045], [5.5313, 1.7244, -0.3445], [4.8596, 0.5624, -0.3771], [3.4222, 0.6050, -0.2539], [2.7025, -0.4073, -0.2619], [2.8203, 1.8255, -0.1245], [3.5126, 2.9978, -0.0952], [2.9848, 4.0964, 0.0233], [6.6961, 3.9702, -0.2761], [5.4583, 4.6911, 0.7781], [5.3053, 4.8327, -0.9730], [6.6086, 1.7758, -0.4273], [5.3566, -0.3866, -0.4922]], "forces_ev_per_angstrom": [[0.14, 0.06, -0.02], [-0.03, 0.06, 0.01], [0.03, -0.03, -0.01], [-0.04, 0.00, 0.06], [0.00, 0.09, -0.09], [0.03, -0.12, 0.01], [0.09, 0.01, 0.00], [-0.03, 0.01, 0.04], [-0.03, 0.05, 0.01], [0.06, -0.03, 0.00], [-0.08, 0.00, 0.00], [0.01, -0.01, 0.00], [-0.01, 0.00, 0.00], [-0.01, -0.01, -0.01], [-0.01, 0.02, -0.01], [0.01, 0.01, 0.00], [0.01, -0.01, -0.01], [-0.04, -0.09, -0.04], [-0.04, 0.01, 0.05], [0.01, 0.01, 0.00], [0.01, -0.02, -0.01], [0.00, 0.00, 0.00], [-0.01, 0.01, 0.01], [0.01, 0.00, -0.03], [-0.02, 0.00, 0.03], [0.05, 0.00, -0.03], [-0.03, 0.00, 0.01], [0.02, 0.01, 0.00], [0.02, 0.00, -0.01], [-0.03, -0.02, 0.01], [-0.02, 0.02, 0.01], [0.00, -0.05, 0.01], [0.00, 0.00, -0.02], [-0.01, 0.02, -0.02], [0.01, -0.01, 0.01], [0.00, 0.00, 0.00], [-0.01, 0.00, 0.00], [0.00, 0.00, 0.02], [0.06, 0.01, 0.02], [-0.01, 0.02, -0.01], [-0.01, -0.02, 0.00], [0.02, 0.00, 0.00], [0.01, 0.01, 0.01], [-0.02, 0.00, 0.00], [0.01, 0.00, 0.02], [-0.01, 0.01, 0.00], [0.00, 0.00, 0.00], [0.00, 0.00, 0.00], [0.00, 0.00, 0.00], [0.01, 0.00, -0.01], [0.00, 0.00, 0.00], [0.00, 0.00, 0.00], [0.00, 0.00, 0.00], [0.00, 0.00, 0.00], [0.00, 0.00, 0.00], [0.01, -0.01, 0.01], [0.00, 0.00, 0.00], [0.00, 0.00, 0.00], [0.00, 0.00, 0.00], [0.00, 0.00, -0.01], [0.00, 0.00, 0.00], [0.00, 0.00, 0.00], [0.00, 0.00, 0.00], [-0.01, 0.00, 0.00], [-0.01, 0.00, 0.00], [0.00, 0.03, 0.01], [-0.08, 0.00, -0.01], [0.02, 0.03, 0.00], [-0.04, -0.03, 0.01], [0.03, 0.00, -0.03], [0.00, -0.03, 0.01], [-0.15, 0.03, 0.00], [0.10, -0.04, 0.00], [-0.02, 0.03, 0.00], [0.00, -0.02, 0.00], [0.01, 0.00, -0.01], [0.01, 0.00, 0.00], [0.00, -0.01, 0.00], [0.02, 0.00, 0.00]], "total_charge": 1}

[2]
{"formula": "C35H32Cl50F4N3O5P2", "method": "the ωB97M-V functional and the def2-TZVPD basis", "symbols": ["C", "C", "C", "C", "C", "C", "C", "C", "C", "C", "C", "C", "C", "N", "P", "C", "C", "P", "O", "Cl", "C", "C", "C", "O", "C", "F", "F", "F", "C", "C", "O", "Cl", "N", "C", "O", "N", "C", "O", "F", "H", "H", "H", "H", "H", "H", "H", "H", "H", "H", "H", "H", "H", "H", "H", "H", "H", "H", "H", "H", "H", "H", "H", "H", "H", "H", "H", "H", "H", "H", "H", "H", "C", "Cl", "Cl", "Cl", "Cl", "C", "Cl", "Cl", "Cl", "Cl", "C", "Cl", "Cl", "Cl", "Cl", "C", "Cl", "Cl", "Cl", "Cl", "C", "Cl", "Cl", "Cl", "Cl", "C", "Cl", "Cl", "Cl", "Cl", "C", "Cl", "Cl", "Cl", "Cl", "C", "Cl", "Cl", "Cl", "Cl", "C", "Cl", "Cl", "Cl", "Cl", "C", "Cl", "Cl", "Cl", "Cl", "C", "Cl", "Cl", "Cl", "Cl", "C", "Cl", "Cl", "Cl", "Cl"], "positions_angstrom": [[0.5480, -4.1918, -0.6571], [1.8275, -4.1784, 0.2744], [2.9213, -3.2753, -0.4156], [3.1032, -1.8252, 0.2396], [3.5384, -1.8802, 1.7572], [4.8828, -2.6899, 1.8519], [4.7433, -4.1693, 2.3048], [3.7632, -4.7056, 3.2331], [3.7426, -6.1233, 3.6303], [4.7192, -7.0944, 3.1081], [5.6865, -6.5646, 2.1416], [5.7175, -5.1438, 1.7501], [6.8286, -4.7542, 0.7150], [3.5385, -0.5035, 2.3534], [4.4664, 0.7639, 1.4545], [6.2525, 0.2863, 1.1270], [4.5997, 2.3479, 2.5005], [4.1656, -0.4593, 4.0937], [3.9168, -1.9763, 4.7888], [3.0144, 0.8400, 5.2483], [2.0933, -0.0475, 2.3719], [1.2718, -0.3005, 1.0399], [0.5890, 1.0897, 0.6944], [-0.5346, 0.9235, -0.2001], [-1.4010, 1.9850, -0.0960], [-0.7522, 3.1885, -0.0087], [-2.2169, 2.0813, -1.2041], [-2.2195, 1.8466, 1.0216], [0.0946, -1.3328, 1.4489], [-0.9859, -0.7098, 2.3820], [-0.7942, -0.0053, 3.3243], [-2.7232, -1.0684, 1.9519], [1.9657, -0.9336, -0.0846], [2.1663, -0.1108, -1.2521], [2.9317, 0.8056, -1.3742], [1.3638, -0.4785, -2.4509], [1.1614, 0.7003, -3.2571], [1.4100, 0.6781, -4.4180], [0.6644, 1.8554, -2.7253], [0.8804, -4.6727, -1.6252], [-0.2776, -4.8484, -0.2737], [0.1904, -3.1685, -0.9403], [1.6178, -3.9535, 1.3477], [2.2252, -5.2352, 0.2527], [3.9128, -3.8090, -0.4696], [2.5898, -3.0966, -1.4742], [3.9999, -1.4064, -0.3194], [2.7542, -2.4672, 2.3194], [5.3078, -2.7279, 0.8064], [5.6888, -2.2203, 2.4806], [2.9859, -4.0494, 3.6794], [2.9940, -6.4959, 4.3721], [4.7326, -8.1601, 3.4150], [6.4424, -7.2704, 1.7150], [6.2742, -4.4431, -0.2234], [7.4236, -3.8634, 1.0331], [7.4408, -5.6403, 0.4262], [6.8304, 1.0834, 0.5587], [6.7787, 0.0407, 2.0868], [6.2495, -0.6431, 0.4875], [3.6090, 2.6896, 2.8853], [5.1357, 3.1144, 1.8836], [5.2997, 2.1081, 3.3556], [2.9559, -2.0228, 4.9849], [1.6068, -0.5706, 3.2423], [2.1012, 1.0489, 2.5883], [0.1779, 1.5545, 1.6407], [1.3426, 1.8519, 0.3355], [-0.4129, -1.6978, 0.5272], [0.6032, -2.1409, 2.0389], [1.9933, -1.0564, -3.0256], [-6.0466, 1.6189, -0.8281], [-6.2658, 2.7890, -2.1424], [-7.2840, 1.8957, 0.4092], [-6.2059, -0.0264, -1.4678], [-4.4373, 1.8205, -0.1147], [6.4319, 2.9534, -2.5333], [5.2344, 2.2047, -3.6023], [8.0288, 2.2649, -2.8599], [6.4701, 4.6990, -2.8191], [5.9888, 2.6397, -0.8371], [-9.4972, 5.6732, 0.9707], [-8.7641, 6.6011, 2.2911], [-10.4694, 6.7552, -0.0428], [-8.2210, 4.9318, -0.0101], [-10.5349, 4.4034, 1.6451], [-2.1057, 2.6292, 5.5693], [-1.5442, 4.2478, 6.0235], [-3.6857, 2.3233, 6.3064], [-2.2478, 2.5273, 3.8047], [-0.9413, 1.4193, 6.1459], [7.4921, -4.2494, 5.5084], [6.9076, -2.6250, 5.9291], [6.8408, -4.7201, 3.9189], [9.2632, -4.2382, 5.4450], [6.9487, -5.4078, 6.7337], [-12.2990, 2.7098, -1.7957], [-12.9830, 4.3075, -1.4500], [-12.8554, 2.1606, -3.3858], [-10.5289, 2.8123, -1.7927], [-12.8253, 1.5575, -0.5540], [-13.5044, 6.7422, -4.8178], [-12.3367, 6.6833, -3.4836], [-12.6302, 6.8096, -6.3594], [-14.5226, 5.2918, -4.7764], [-14.5224, 8.1828, -4.6507], [-8.6645, -2.3961, 0.5970], [-6.9034, -2.1750, 0.5502], [-9.1051, -3.8157, -0.3681], [-9.1846, -2.6367, 2.2743], [-9.4623, -0.9604, -0.0680], [12.1606, -1.4949, 4.0038], [10.5679, -1.3855, 3.2255], [13.3270, -0.5176, 3.0974], [12.0473, -0.8912, 5.6653], [12.6956, -3.1855, 4.0237], [-9.6368, 2.7041, -6.2313], [-8.5023, 2.6698, -4.8708], [-8.7353, 2.7465, -7.7579], [-10.6554, 1.2537, -6.1876], [-10.6548, 4.1467, -6.0980], [-13.4870, 3.9642, -9.5294], [-14.3170, 4.7090, -8.1502], [-13.1124, 5.2077, -10.7361], [-11.9829, 3.2061, -8.9744], [-14.5358, 2.7328, -10.2555], [9.6508, 2.6232, -6.6626], [10.1810, 4.2412, -6.1712], [8.0539, 2.2903, -5.9672], [9.5564, 2.5425, -8.4295], [10.8110, 1.4173, -6.0761]], "forces_ev_per_angstrom": [[0.43, -0.54, -0.33], [-0.08, -0.79, -1.27], [-0.23, 0.37, 0.79], [1.56, -0.40, -1.27], [-0.45, -1.75, -0.67], [0.41, -0.58, -0.38], [-0.30, -2.63, -0.30], [0.93, -1.36, -0.66], [1.54, 0.03, -1.04], [-0.18, 3.35, -1.04], [-1.61, 0.81, 0.79], [-0.90, -1.28, 0.06], [-1.64, 0.33, -0.29], [-1.31, -0.18, 1.57], [0.55, 2.43, -2.89], [0.44, -1.15, 1.01], [0.93, -1.36, 1.27], [2.76, -1.25, 2.08], [-1.53, 2.43, -1.27], [-0.19, -0.83, -0.86], [-0.42, 0.69, -0.27], [-2.23, 0.00, 0.73], [0.61, 0.64, 1.21], [-0.11, 0.98, 0.17], [-0.93, 0.84, -1.07], [-0.72, -1.45, 0.28], [2.57, -0.61, 1.68], [1.82, 0.42, -1.38], [-0.19, 0.58, 0.02], [-0.46, 0.13, -0.02], [0.50, -0.77, -0.66], [1.21, -0.14, 0.03], [0.38, 0.43, 0.50], [0.03, 0.18, -1.07], [-0.42, -0.56, 0.75], [0.36, 1.82, 1.30], [0.47, -0.03, -1.57], [-0.27, 0.06, 0.35], [0.41, -1.90, 0.60], [-0.39, 0.51, 0.93], [0.68, 0.86, -0.17], [0.18, -0.88, 0.48], [0.15, 0.03, -0.90], [-0.40, 1.07, 0.30], [-0.96, 0.64, 0.18], [0.41, -0.09, 0.91], [-0.79, -0.25, 0.71], [0.78, 0.81, -0.41], [-0.31, 0.15, 1.16], [-0.85, -0.14, -0.33], [0.70, -0.57, -0.36], [0.68, 0.61, -0.79], [-0.09, 0.99, -0.25], [-0.71, 0.89, 0.38], [0.71, -0.25, 0.76], [-0.20, -0.94, -0.13], [-0.30, 0.87, 0.51], [-1.11, -1.02, 1.05], [-0.19, 0.23, -0.84], [-0.01, 1.00, 0.58], [0.91, -0.10, -0.47], [-0.80, -0.75, 0.20], [-0.86, 0.62, -0.60], [0.45, -0.56, 0.33], [0.34, 0.60, -0.96], [-0.05, -0.94, -0.01], [0.58, -0.85, -0.71], [-0.75, -1.01, -0.13], [0.61, 0.09, 0.84], [-0.78, 0.37, -0.73], [-0.69, -0.02, 0.09], [-0.08, -0.08, 0.16], [0.04, 0.00, 0.07], [0.21, -0.30, -0.10], [0.21, 0.63, -0.32], [-1.97, -0.22, -0.01], [0.13, 0.20, -0.40], [0.11, 0.06, 0.18], [-0.22, 0.04, 0.64], [-0.02, -0.25, 0.08], [-0.14, 0.48, -0.55], [-0.01, 0.02, -0.05], [-0.08, -0.10, -0.13], [0.09, -0.09, 0.11], [-0.20, 0.37, 0.09], [0.11, 0.11, -0.07], [-0.14, 0.09, -0.03], [-0.03, -0.18, -0.05], [0.23, 0.02, -0.11], [-0.07, 0.22, 0.32], [-0.06, 0.11, 0.02], [0.33, -0.14, 0.03], [0.06, -0.07, -0.04], [1.21, 0.50, 1.86], [-0.17, 0.04, 0.04], [0.01, 0.16, -0.17], [-0.06, 0.04, 0.01], [0.03, -0.45, 0.15], [0.07, 0.07, 0.18], [-0.17, -0.02, 0.00], [0.08, 0.09, -0.10], [0.05, 0.09, 0.03], [-0.06, 0.20, -0.35], [0.00, 0.23, 0.33], [0.11, 0.14, 0.03], [0.12, -0.16, -0.03], [-0.07, -0.01, 0.02], [-0.34, -0.44, 0.38], [0.07, 0.15, 0.10], [0.06, 0.03, -0.17], [0.06, -0.18, 0.07], [0.16, 0.02, 0.07], [0.08, -0.02, 0.04], [-0.16, -0.12, 0.10], [-0.03, -0.08, -0.20], [-0.12, 0.20, -0.01], [-0.09, 0.08, 0.09], [-0.02, -0.07, -0.12], [-0.08, 0.00, 0.15], [0.14, 0.11, -0.02], [0.20, -0.12, 0.16], [-0.06, -0.05, 0.00], [0.02, -0.30, -0.35], [-0.03, -0.12, 0.14], [-0.29, 0.07, -0.29], [0.11, 0.12, 0.06], [0.01, 0.05, -0.13], [-0.07, -0.18, -0.02], [0.13, 0.02, -0.54], [0.02, 0.00, 0.22], [-0.12, 0.11, -0.03]], "total_charge": 1}

Number 1: E_HOMO -10.725 eV, calculated total energy -2737.13352 hartree, gap between HOMO and LUMO 8.70 eV. Number 2: E_HOMO -11.461 eV, calculated total energy -25984.63083 hartree, gap between HOMO and LUMO 8.28 eV.